Entry from the Open Molecules 2025 dataset: a molecular structure, C35H67IrN13SeSi (ωB97M-V with the def2-TZVPD basis set).

```
118
Properties=species:S:1:pos:R:3:mulliken_charge:R:1
Ir 0.07 -0.19 -0.50 4.79
C 1.53 0.88 -4.53 -1.12
N 0.29 1.22 -3.84 1.39
C -0.84 1.39 -4.76 -1.28
C 0.50 2.20 -2.83 -1.99
N 0.29 1.85 -1.60 0.36
C 0.11 2.84 -0.54 0.02
C 1.04 2.59 0.63 -1.72
N 0.99 1.19 1.11 0.62
C 0.21 1.07 2.36 -2.09
C -1.26 1.44 2.23 -0.32
N -2.00 0.73 1.17 2.08
C -2.88 1.58 0.39 -3.40
N -3.56 2.66 0.98 1.13
C -3.00 4.00 1.09 -1.15
C -5.01 2.71 0.89 -1.02
N -3.32 1.06 -0.83 1.64
C -4.27 -0.04 -0.93 -0.93
C -3.59 2.07 -1.85 -1.33
C 2.35 0.66 1.31 -1.83
C 3.01 0.32 -0.01 -0.46
N 2.26 -0.71 -0.74 -0.48
C 2.99 -1.60 -1.41 -0.84
N 4.31 -1.35 -1.71 0.57
C 4.75 -0.11 -2.34 -0.76
C 5.36 -2.33 -1.46 -1.20
N 2.50 -2.79 -1.82 0.60
C 1.39 -3.48 -1.19 -0.91
C 3.15 -3.56 -2.88 -1.28
N 0.98 3.42 -3.20 0.62
C 2.04 4.09 -2.45 -1.00
C 0.67 4.04 -4.48 -1.09
H 2.24 0.46 -3.82 0.13
H 2.00 1.73 -5.04 0.23
H 1.32 0.12 -5.29 0.46
H -0.61 2.01 -5.63 0.43
H -1.70 1.81 -4.24 0.42
H -1.13 0.40 -5.14 0.24
H -0.92 2.71 -0.21 -0.64
H 0.20 3.87 -0.88 1.02
H 0.79 3.27 1.45 0.53
H 2.07 2.82 0.34 0.57
H 0.65 1.73 3.12 0.62
H 0.31 0.05 2.70 0.42
H -1.36 2.51 2.08 0.35
H -1.70 1.24 3.20 0.06
H -1.92 4.01 0.95 0.50
H -3.22 4.43 2.08 0.31
H -3.43 4.67 0.34 0.29
H -5.43 1.71 0.81 0.12
H -5.36 3.31 0.03 0.37
H -5.42 3.18 1.79 0.33
H -3.99 -0.86 -0.28 0.11
H -4.28 -0.40 -1.96 0.37
H -5.30 0.27 -0.69 0.31
H -4.61 2.47 -1.80 0.35
H -3.45 1.62 -2.83 0.23
H -2.89 2.90 -1.74 0.36
H 2.27 -0.23 1.92 0.44
H 2.97 1.38 1.86 0.32
H 4.03 -0.02 0.21 0.96
H 3.11 1.23 -0.61 -0.05
H 3.91 0.53 -2.55 0.01
H 5.25 -0.34 -3.28 0.38
H 5.46 0.43 -1.70 0.28
H 4.99 -3.12 -0.81 0.30
H 6.18 -1.82 -0.94 0.42
H 5.76 -2.76 -2.38 0.37
H 0.77 -2.79 -0.64 -0.31
H 1.75 -4.27 -0.53 0.39
H 0.77 -3.93 -1.97 0.45
H 3.71 -2.91 -3.54 0.33
H 2.37 -4.06 -3.46 0.56
H 3.81 -4.33 -2.49 0.37
H 2.45 3.42 -1.70 0.11
H 1.71 5.01 -1.98 0.36
H 2.85 4.33 -3.15 0.44
H -0.38 3.96 -4.72 0.33
H 1.27 3.65 -5.30 0.32
H 0.89 5.11 -4.39 0.42
C 1.43 -2.81 1.86 -1.21
C -0.04 -2.85 1.58 0.02
C -0.73 -4.05 1.64 -1.03
C -2.11 -4.04 1.48 -1.25
C -2.76 -2.83 1.40 -0.91
C -2.01 -1.65 1.45 0.29
N -0.67 -1.67 1.37 0.03
N -2.67 -0.45 1.68 0.15
Si -3.97 -0.48 2.97 0.79
C -5.64 -0.90 2.25 -1.26
C -3.46 -1.76 4.22 -1.37
C -4.07 1.16 3.85 -1.15
H 1.86 -3.81 1.86 0.56
H 1.58 -2.38 2.86 0.35
H 1.96 -2.19 1.14 0.18
H -0.19 -4.97 1.81 0.57
H -2.67 -4.97 1.45 0.56
H -3.84 -2.79 1.33 0.37
H -5.61 -1.62 1.43 0.32
H -6.18 -0.02 1.90 0.39
H -6.24 -1.35 3.05 0.53
H -3.78 -2.77 3.98 0.35
H -3.91 -1.49 5.18 0.48
H -2.37 -1.77 4.37 0.33
H -3.90 2.03 3.22 0.13
H -3.38 1.19 4.70 0.36
H -5.08 1.24 4.27 0.43
Se -1.38 -0.99 -2.32 -0.17
C -0.95 -2.27 -3.66 0.64
C -2.00 -3.04 -4.15 -0.74
C -1.74 -3.92 -5.19 -0.65
N -0.55 -4.04 -5.77 -0.60
C 0.44 -3.28 -5.30 -1.04
C 0.30 -2.40 -4.25 -0.02
H -3.00 -2.96 -3.74 0.51
H -2.53 -4.55 -5.59 0.44
H 1.40 -3.39 -5.80 0.44
H 1.14 -1.82 -3.88 0.87
```

As for the charge: +2. The spin multiplicity is 6. As for the lowest unoccupied orbital energy (alpha / beta): -4.062 / -6.861 eV. The value obtained for the strongest force on any atom is 0.70 eV/Å. The gap between HOMO and LUMO (alpha / beta) is 7.20 / 6.14 eV.



Entry from the Open Molecules 2025 dataset: 5 unconnected molecules or ions with the total composition C35H68N2O11S in a non-equilibrium geometry (ωB97M-V with the def2-TZVPD basis set).

```
117
Properties=species:S:1:pos:R:3:mulliken_charge:R:1
C 5.27 0.80 1.10 -0.89
C 4.85 -0.18 -0.15 -0.31
C 3.20 -0.40 -0.27 0.05
N 2.98 -1.37 -1.42 -0.34
C 1.87 -0.93 -2.35 -0.48
C 0.35 -1.63 -2.39 0.41
C -0.05 -2.86 -1.34 -0.77
O -0.71 -2.17 -0.19 -0.39
C -2.16 -2.06 -0.40 0.00
C -2.79 -0.56 -0.17 -0.49
O -1.86 0.55 -0.43 -0.26
C -2.26 1.35 -1.60 0.88
C -3.15 2.69 -1.26 -0.96
C -0.82 -1.10 -3.47 -0.05
C -0.53 0.17 -4.53 0.48
C -1.63 0.78 -5.57 -0.49
S -3.19 -0.26 -5.77 0.88
O -3.99 -0.46 -4.45 -0.59
O -2.86 -1.66 -6.39 -0.60
C 0.97 0.82 -4.44 -0.24
C 2.11 0.30 -3.39 0.53
C 3.38 1.30 -3.68 0.01
O 4.69 1.05 -3.62 -0.57
N 2.63 2.58 -4.11 -0.38
O 1.70 2.65 -3.11 0.01
C 2.17 3.49 -2.00 -0.23
C 1.02 3.55 -0.80 -0.71
C 1.70 2.06 -5.23 0.21
O 1.57 2.51 -6.48 -0.58
H 6.16 1.47 0.71 0.29
H 4.41 1.51 1.47 0.23
H 5.71 0.14 1.98 0.22
H 5.21 0.25 -1.19 0.21
H 5.35 -1.24 0.04 0.28
H 2.61 0.61 -0.40 -0.12
H 2.88 -0.98 0.72 0.29
H 3.90 -1.41 -1.94 0.47
H -0.74 -3.67 -1.84 0.33
H 0.98 -3.31 -0.95 0.31
H -2.67 -2.76 0.42 0.14
H -2.53 -2.48 -1.44 0.11
H -3.14 -0.52 0.97 0.30
H -3.79 -0.50 -0.80 0.25
H -2.86 0.70 -2.37 -0.10
H -1.26 1.69 -2.16 -0.33
H -3.76 2.64 -0.27 0.28
H -3.91 2.83 -2.17 0.23
H -2.44 3.65 -1.33 0.20
H -1.87 -1.64 -3.45 0.17
H -2.00 1.85 -5.20 0.34
H -1.09 0.94 -6.60 0.50
H -4.06 0.40 -6.69 0.15
H 2.38 4.62 -2.29 0.27
H 3.12 3.01 -1.49 0.19
H 0.12 4.26 -1.07 0.26
H 0.57 2.49 -0.55 0.11
H 1.48 3.96 0.22 0.28
C -2.64 -8.12 0.83 -1.18
C -2.36 -6.68 0.42 -0.19
O -2.99 -5.72 1.27 -0.43
C -2.62 -5.75 2.64 -0.37
C -1.14 -5.51 2.87 -0.90
H -3.72 -8.31 0.84 0.29
H -2.16 -8.81 0.13 0.40
H -2.25 -8.34 1.83 0.28
H -2.76 -6.52 -0.59 0.37
H -1.29 -6.48 0.36 0.24
H -2.94 -6.69 3.10 0.34
H -3.19 -4.95 3.14 0.34
H -0.52 -6.28 2.41 0.27
H -0.91 -5.50 3.94 0.39
H -0.83 -4.54 2.45 0.17
C -7.37 -0.74 -7.29 -1.00
C -7.36 -0.33 -5.83 -0.34
O -7.18 1.07 -5.63 -0.33
C -8.16 1.93 -6.21 -0.37
C -9.56 1.68 -5.68 -1.01
H -6.44 -0.44 -7.78 0.20
H -7.49 -1.82 -7.38 0.38
H -8.20 -0.27 -7.84 0.32
H -6.53 -0.83 -5.33 0.27
H -8.27 -0.66 -5.32 0.34
H -8.13 1.86 -7.30 0.31
H -7.87 2.96 -5.96 0.31
H -9.91 0.67 -5.91 0.26
H -10.27 2.39 -6.12 0.38
H -9.59 1.80 -4.59 0.29
C 6.60 -0.10 6.17 -1.11
C 5.09 0.07 6.12 -0.10
O 4.46 -0.71 5.10 -0.35
C 4.64 -2.13 5.19 -0.34
C 4.10 -2.72 6.48 -1.08
H 7.04 0.17 5.20 0.26
H 7.03 0.55 6.94 0.39
H 6.89 -1.12 6.39 0.31
H 4.86 1.11 5.90 0.15
H 4.64 -0.15 7.09 0.28
H 5.69 -2.38 5.05 0.31
H 4.09 -2.56 4.34 0.33
H 4.61 -2.33 7.36 0.27
H 4.22 -3.81 6.48 0.39
H 3.03 -2.49 6.59 0.29
C 4.89 5.71 7.53 -1.03
C 4.87 5.57 6.02 -0.34
O 4.26 4.36 5.56 -0.38
C 2.90 4.16 5.93 -0.28
C 1.97 5.24 5.40 -1.13
H 5.41 4.86 7.99 0.27
H 5.39 6.63 7.82 0.39
H 3.88 5.73 7.95 0.26
H 5.90 5.55 5.65 0.32
H 4.39 6.43 5.54 0.32
H 2.81 4.05 7.01 0.33
H 2.60 3.19 5.50 0.32
H 2.22 6.22 5.81 0.27
H 0.94 5.02 5.68 0.39
H 2.04 5.30 4.31 0.29
```

As for the charge: 0. The spin multiplicity is 1. As for the lowest unoccupied orbital energy: -1.147 eV. The value obtained for the strongest force on any atom is 8.92 eV/Å. The gap between HOMO and LUMO is 7.66 eV. As for the SMILES: CCCNc1c(COCCOCC)cc(C[SH](=O)=O)c2c1C(=O)N(OCC)C2=O.CCOCC.CCOCC.CCOCC.CCOCC.



Entry from the Open Molecules 2025 dataset: 7 unconnected molecules or ions with the total composition C35H69F16O21P4 in a non-equilibrium geometry (ωB97M-V with the def2-TZVPD basis set).

```
145
Properties=species:S:1:pos:R:3:mulliken_charge:R:1
O -0.50 0.31 -1.08 -0.38
C -0.98 1.08 -0.12 0.64
O -0.18 1.54 0.67 -0.75
O -2.18 1.39 -0.06 -0.73
H 0.46 0.35 -1.00 0.24
C -6.84 -1.37 5.45 -1.23
C -7.75 -0.16 5.59 -0.28
O -8.07 0.40 4.37 -0.19
P -7.60 1.91 4.04 0.89
O -6.15 2.20 4.11 -0.72
O -8.24 2.19 2.58 -0.30
C -7.60 1.84 1.39 -0.29
C -7.63 0.32 1.15 -0.97
O -8.55 2.79 5.03 -0.32
C -9.98 2.73 4.98 -0.12
C -10.58 2.95 6.37 -1.19
H -6.06 -1.22 4.70 0.29
H -6.32 -1.56 6.39 0.35
H -7.34 -2.26 5.08 0.33
H -8.70 -0.29 6.12 0.28
H -7.14 0.58 6.11 0.38
H -8.03 2.28 0.49 0.29
H -6.54 2.11 1.37 0.37
H -7.12 -0.22 1.94 0.18
H -8.62 -0.13 1.19 0.28
H -7.15 0.06 0.21 0.39
H -10.27 3.56 4.33 0.32
H -10.39 1.86 4.47 0.31
H -11.67 3.00 6.34 0.39
H -10.43 2.04 6.94 0.28
H -10.18 3.77 6.97 0.29
C -2.59 -5.31 6.10 -1.13
C -1.40 -4.39 6.05 -0.15
O -1.96 -3.19 5.65 -0.25
P -1.09 -2.30 4.58 0.91
O -1.51 -0.91 4.31 -0.73
O -0.94 -3.21 3.29 -0.16
C -1.86 -3.16 2.27 -0.33
C -2.72 -4.45 2.29 -1.04
O 0.46 -2.38 5.12 -0.34
C 1.52 -1.70 4.41 -0.18
C 2.93 -2.02 5.03 -1.13
H -2.28 -6.31 6.40 0.39
H -3.27 -4.91 6.84 0.28
H -2.92 -5.41 5.06 0.17
H -0.88 -4.34 7.01 0.30
H -0.74 -4.75 5.26 0.34
H -2.39 -2.21 2.32 0.44
H -1.29 -3.16 1.34 0.25
H -3.40 -4.51 1.45 0.42
H -2.10 -5.35 2.35 0.29
H -3.36 -4.48 3.17 0.15
H 1.42 -1.87 3.34 0.35
H 1.38 -0.64 4.64 0.24
H 3.72 -1.59 4.41 0.29
H 3.03 -1.63 6.04 0.30
H 3.13 -3.09 5.00 0.33
C 9.53 -4.02 -1.84 -1.17
C 8.82 -5.17 -1.08 -0.20
O 8.08 -5.89 -2.06 -0.23
P 6.70 -6.59 -1.66 0.88
O 6.75 -7.14 -0.27 -0.75
O 6.52 -7.66 -2.86 -0.34
C 6.49 -7.03 -4.19 0.01
C 7.08 -7.96 -5.24 -1.25
O 5.57 -5.41 -1.96 -0.28
C 5.10 -4.60 -0.92 -0.14
C 3.63 -4.73 -0.83 -1.26
H 8.80 -3.45 -2.42 0.30
H 10.00 -3.34 -1.13 0.38
H 10.24 -4.45 -2.55 0.30
H 9.52 -5.90 -0.67 0.25
H 8.21 -4.71 -0.29 0.33
H 5.48 -6.87 -4.54 0.24
H 7.04 -6.09 -4.23 0.29
H 6.38 -8.67 -5.68 0.31
H 7.68 -7.45 -5.99 0.34
H 7.83 -8.58 -4.74 0.35
H 5.50 -4.81 0.08 0.35
H 5.39 -3.56 -1.08 0.30
H 3.41 -4.32 0.15 0.35
H 3.18 -4.10 -1.60 0.30
H 3.28 -5.76 -0.84 0.32
C -3.76 7.27 -4.10 -1.51
C -2.34 6.88 -3.82 0.33
O -2.22 6.52 -2.47 -0.31
P -0.87 6.82 -1.65 0.82
O -0.75 6.23 -0.26 -0.70
O 0.26 6.20 -2.64 -0.25
C 0.22 4.86 -3.05 -0.39
C 0.75 4.69 -4.45 -1.00
O -0.61 8.44 -1.74 -0.24
C 0.65 9.02 -1.53 -0.19
C 0.46 10.55 -1.26 -1.22
H -3.87 7.41 -5.17 0.40
H -4.40 6.46 -3.75 0.35
H -4.05 8.18 -3.56 0.35
H -2.14 6.03 -4.47 0.01
H -1.69 7.73 -4.02 0.33
H 0.87 4.34 -2.35 0.39
H -0.78 4.43 -3.02 0.38
H 1.71 5.17 -4.64 0.29
H 0.89 3.64 -4.72 0.35
H -0.15 5.05 -4.95 0.16
H 1.13 8.66 -0.62 0.31
H 1.35 8.78 -2.33 0.31
H -0.08 10.79 -0.35 0.32
H 1.41 10.98 -0.96 0.40
H 0.09 11.03 -2.16 0.30
C 8.13 1.37 0.66 -0.90
C 6.99 1.13 -0.28 0.98
C 5.63 0.89 0.52 0.12
F 4.59 0.67 -0.24 -0.25
F 5.60 -0.06 1.50 -0.22
F 6.94 2.12 -1.16 -0.31
F 7.22 0.00 -0.93 -0.27
O 8.25 0.38 1.66 -0.33
C 8.84 0.72 2.88 0.96
C 9.07 -0.50 3.80 0.17
F 9.71 -1.53 3.27 -0.25
F 9.59 -0.25 4.98 -0.26
F 10.02 1.34 2.70 -0.29
F 8.06 1.56 3.55 -0.28
H 8.11 2.37 1.08 0.44
H 9.06 1.35 0.09 0.33
H 5.44 1.80 1.09 0.21
H 8.12 -0.98 4.03 0.16
C -3.12 0.13 -5.79 -1.12
C -4.19 -0.95 -5.41 0.96
C -3.61 -1.88 -4.40 0.02
F -4.37 -2.88 -4.02 -0.27
F -2.46 -2.53 -4.83 -0.28
F -5.30 -0.36 -4.92 -0.30
F -4.54 -1.60 -6.50 -0.32
O -3.56 1.06 -6.73 -0.38
C -2.74 1.18 -7.88 0.91
C -3.32 2.37 -8.66 0.13
F -3.48 3.59 -8.11 -0.21
F -2.62 2.58 -9.78 -0.28
F -1.53 1.40 -7.43 -0.24
F -2.79 -0.07 -8.52 -0.28
H -2.24 -0.42 -6.11 0.43
H -2.72 0.62 -4.90 0.65
H -3.39 -1.31 -3.50 0.38
H -4.28 2.03 -9.05 0.18
```

As for the charge: -1. The spin multiplicity is 1. As for the lowest unoccupied orbital energy: 1.773 eV. The value obtained for the strongest force on any atom is 4.61 eV/Å. The gap between HOMO and LUMO is 5.25 eV.



Number 1: calculated total energy -132799.31443 eV. Number 2: calculated total energy -73713.07580 eV. Number 3: calculated total energy -161055.52147 eV.